a | Entry from OMol25: 2 unconnected molecules or ions with the total composition C3H7N2OP (ωB97M-V/def2-TZVPD).

Geometry (Å):
P  -0.70  0.50  0.04
O  -1.25  1.80  0.44
N  1.94  -0.53  -0.41
N  -1.57  -0.35  -1.08
C  0.97  0.63  -0.62
C  2.23  0.59  0.07
C  -0.51  -0.84  1.35
H  2.89  1.28  0.57
H  1.07  1.53  -2.01
H  -2.40  0.00  -1.43
H  0.06  -1.61  0.90
H  0.19  -0.49  2.09
H  -1.47  -1.28  -1.40
H  -1.44  -1.23  1.48

E_HOMO: -9.550 eV
Charge: 0


b | Entry from OMol25: C3H7N2OP in the gas phase (ωB97M-V/def2-TZVPD).

Geometry (Å):
P  0.52  -0.81  -0.02
O  0.98  -2.14  0.43
N  -1.60  0.62  -1.30
N  1.08  -0.26  -1.56
C  1.13  0.55  1.33
C  -1.32  -0.46  -0.24
C  -1.84  0.86  -0.08
H  -2.13  1.32  0.84
H  0.68  -0.94  -2.33
H  2.11  0.67  0.95
H  1.16  -0.12  2.24
H  -1.99  -1.34  -0.15
H  0.50  1.40  1.62
H  0.72  0.66  -1.74

E_HOMO: -9.808 eV
SMILES: C[P@@](N)(=O)[C@H]1C=N1
Charge: 0


Short version: b, a, most stable first.